No. 1
{"formula": "C32H27GeN3O4S2Zr", "method": "ωB97M-V with the def2-TZVPD basis set", "energy_ev": -125724.15803, "multiplicity": 2, "homo_lumo_gap_ev": [6.521, 6.359], "charge": 3, "s_squared": 0.755, "elements": ["O", "H", "C", "O", "H", "C", "C", "H", "C", "H", "C", "H", "C", "H", "C", "H", "C", "H", "C", "N", "H", "H", "H", "C", "C", "C", "C", "N", "H", "H", "C", "H", "C", "C", "C", "H", "N", "C", "C", "C", "H", "C", "O", "H", "H", "C", "Zr", "C", "C", "C", "S", "C", "Ge", "H", "C", "C", "O", "H", "C", "H", "C", "C", "H", "H", "S", "H", "H", "H", "H", "C"], "coordinates": [[-1.53822, 0.27138, 0.91785], [-1.90044, -5.40080, -2.75936], [-2.80850, 1.14244, -0.92910], [-4.85125, 2.83681, -4.77112], [3.81756, -1.57118, 2.50425], [-4.05624, 0.89477, -0.33542], [1.52274, -1.42365, -1.66898], [1.68601, -3.43235, -4.96897], [-2.72028, 1.70165, -2.20765], [-2.40407, 2.76277, 1.76205], [0.08137, -0.72452, 3.04123], [3.07270, -0.24730, -2.50128], [4.14223, 1.06261, 0.69135], [4.47909, 4.18093, 2.19044], [-1.58190, 0.82292, -0.23937], [-1.77201, 1.90079, -2.68549], [-0.20099, -4.25541, -3.36392], [5.16722, -0.80715, 0.66886], [2.39385, -0.50055, 3.69527], [0.53708, 2.54284, 2.12491], [-2.45944, 3.37426, 3.40982], [-6.02445, 2.02062, -2.85777], [-0.96599, -0.56282, 3.25687], [0.59986, -2.47967, -1.84625], [1.05508, -0.19345, 3.89826], [0.45468, -1.55876, 1.96470], [-5.13457, 1.76528, -2.29779], [-3.80867, 2.57710, -4.22586], [-2.16984, -4.14415, -0.66712], [0.75545, 0.43431, 4.72706], [2.77234, -1.31742, 2.63067], [1.58086, -0.76938, -0.78759], [0.69533, -3.19620, -3.07167], [4.52701, -0.20618, 0.02075], [1.83720, -1.81979, 1.73971], [5.11462, 0.00301, -0.87386], [2.92104, 1.43931, 1.05887], [-1.21309, -4.60295, -2.51895], [-5.21051, 1.21067, -1.02208], [2.49884, -1.80125, -3.86506], [-1.90780, 1.72113, 3.09842], [-0.49435, 3.24398, 2.58621], [-2.69496, 2.73868, -4.67369], [3.66515, -0.80002, -0.26183], [2.13733, -2.46301, 0.92135], [2.95563, 2.69232, 1.66414], [0.74108, 0.62764, 0.92957], [1.65419, -2.85403, -4.05493], [1.52648, 4.57817, 2.53601], [4.19342, 3.23434, 1.76046], [5.34366, 2.19527, 1.07322], [-1.89311, 2.74406, 2.72718], [-0.87692, -2.30935, 0.77587], [-2.65403, -3.75887, 1.78655], [-2.60599, -2.70894, 1.49031], [1.70129, 3.29935, 2.11970], [-0.41359, 1.07774, -0.74454], [3.21619, -1.51307, -4.61975], [-0.46841, -2.87225, -0.96403], [3.14679, -0.12100, 4.37367], [-3.89383, 1.99560, -2.86410], [-1.35054, -3.88408, -1.32802], [-6.17617, 1.02903, -0.57166], [-4.09994, 0.46504, 0.65684], [-0.08972, 4.82904, 3.00031], [-2.78357, -2.09812, 2.37260], [2.25458, 5.37040, 2.60580], [-0.07593, -4.77900, -4.30373], [-3.36157, -2.51782, 0.73020], [2.41293, -1.09174, -2.66035]], "forces_ev_per_a": [[0.0, -0.4, -0.2], [0.0, 0.0, 0.0], [0.1, 0.1, -0.2], [0.0, 0.0, 0.0], [0.0, 0.0, 0.0], [0.1, 0.0, 0.0], [0.0, 0.1, -0.4], [0.0, 0.0, 0.0], [-0.1, 0.0, 0.0], [0.0, 0.0, 0.0], [0.0, 0.0, 0.2], [0.0, 0.0, -0.1], [0.0, 0.1, 0.0], [0.0, 0.0, 0.0], [-0.1, -0.1, 0.1], [0.0, 0.0, 0.0], [0.0, 0.0, 0.0], [0.0, 0.0, 0.0], [0.0, 0.1, 0.1], [0.0, -0.3, -0.3], [0.0, 0.0, 0.0], [0.0, 0.0, 0.0], [0.0, 0.1, 0.0], [-0.1, -0.2, -0.1], [-0.1, -0.1, -0.2], [0.2, -0.3, -0.4], [0.0, 0.0, 0.0], [0.0, 0.0, 0.0], [0.0, 0.0, 0.0], [0.0, 0.0, 0.0], [0.3, 0.0, 0.0], [-0.3, -0.4, 0.0], [0.0, 0.0, -0.1], [0.1, -0.1, -0.1], [-0.5, 0.2, 0.2], [0.0, 0.0, 0.0], [-0.1, 0.1, -0.3], [0.0, 0.0, 0.1], [0.0, 0.0, 0.1], [-0.1, -0.1, 0.0], [0.0, 0.0, 0.0], [-0.2, -0.1, 0.0], [0.1, 0.0, 0.0], [0.0, 0.0, 0.0], [0.1, 0.0, 0.0], [-0.1, 0.2, 0.1], [0.3, 0.0, 0.8], [0.0, 0.0, 0.1], [0.1, -0.1, 0.1], [-0.2, 0.1, 0.1], [0.1, -0.1, 0.0], [0.0, 0.0, -0.1], [-0.2, 0.3, 0.1], [0.0, 0.0, 0.0], [0.1, 0.0, 0.2], [0.2, 0.3, -0.1], [0.3, 0.3, 0.0], [0.0, 0.0, 0.0], [0.2, 0.2, 0.1], [0.0, 0.0, 0.0], [0.1, 0.0, 0.1], [-0.1, -0.1, 0.1], [0.0, 0.0, 0.0], [0.0, 0.0, 0.0], [-0.1, 0.0, 0.0], [-0.1, 0.0, 0.0], [0.0, 0.0, 0.0], [0.0, 0.0, 0.0], [0.0, 0.0, 0.0], [0.2, 0.3, 0.3]], "lowdin_spin": [0.026, 0.000, 0.001, 0.000, -0.001, 0.003, 0.009, 0.000, 0.004, 0.000, 0.036, 0.000, 0.005, 0.000, 0.013, 0.000, 0.004, 0.000, 0.055, 0.012, 0.000, 0.000, 0.003, 0.003, 0.004, 0.034, 0.004, 0.000, 0.000, -0.001, -0.002, 0.010, 0.000, 0.005, 0.036, 0.000, 0.017, 0.000, 0.000, 0.000, 0.000, 0.004, 0.000, 0.003, 0.002, 0.004, 0.664, 0.000, 0.000, 0.000, 0.000, 0.001, 0.021, 0.000, 0.004, 0.004, -0.003, 0.000, 0.003, 0.002, 0.000, 0.003, 0.000, 0.000, 0.002, 0.000, 0.000, 0.000, 0.001, 0.000]}



No. 2
{"formula": "C32H27IrN3O6PS", "method": "ωB97M-V with the def2-TZVPD basis set", "energy_ev": -73335.42347, "multiplicity": 2, "homo_lumo_gap_ev": [6.743, 6.759], "charge": 1, "s_squared": 0.753, "elements": ["C", "H", "C", "C", "H", "H", "C", "H", "C", "N", "H", "O", "C", "H", "H", "C", "H", "H", "C", "O", "C", "H", "Ir", "C", "C", "H", "H", "C", "C", "H", "C", "C", "C", "H", "C", "C", "O", "H", "C", "C", "H", "S", "N", "C", "H", "N", "H", "C", "O", "C", "H", "H", "C", "C", "C", "O", "H", "H", "H", "H", "C", "C", "O", "P", "C", "C", "H", "H", "C", "H", "C"], "coordinates": [[-0.84004, 5.07520, 2.97852], [-0.24207, 3.61335, 4.44707], [2.49711, -5.98772, -0.59274], [-2.81620, 2.14136, 1.47128], [3.11586, -6.85657, -0.77670], [-1.63241, 3.36817, -3.83846], [-0.63518, 3.52734, -3.45053], [3.67688, 0.63186, -0.06533], [0.89372, -3.76291, -0.12764], [-0.92587, -2.28383, -0.65993], [-5.37410, 3.05352, -0.52902], [2.02527, 1.11805, 2.16553], [1.58158, 4.43374, -3.71243], [-2.97308, -1.06141, -1.76566], [5.30634, 5.21082, 0.85244], [1.93790, 3.93616, -2.46546], [0.02831, 4.61958, -5.17376], [-1.01594, 2.47952, -1.62167], [-2.53700, -0.60732, -0.88536], [1.42799, 1.76697, 4.47630], [5.84272, 3.15820, 0.52563], [-4.18748, 3.77695, 1.54946], [-0.84863, -0.23916, 1.29922], [-0.24147, 3.89697, 3.40257], [1.00310, 3.23756, -1.70830], [2.30963, 4.97372, -4.30215], [-0.85984, -3.60738, -1.83293], [3.13832, 2.70574, 0.16778], [-4.53564, 2.48888, -0.14440], [6.07970, 1.04863, 0.20940], [2.75757, -5.17040, 0.51056], [0.30095, 4.23257, -4.20096], [4.03074, 1.64139, 0.08550], [3.57073, -5.40118, 1.18396], [0.38511, 3.06199, 2.49180], [0.09399, -2.57726, 0.16935], [0.42161, -1.85337, 1.18050], [2.89750, 4.81939, 0.53951], [-3.88144, 2.89500, 1.00583], [-0.81591, 5.42028, 1.63745], [2.94204, 4.08598, -2.09190], [1.02603, 1.51953, 3.13088], [-2.39755, 1.04270, 0.84495], [1.45823, -5.70793, -1.45135], [-1.31706, 5.72518, 3.70026], [-1.53762, -1.14341, -0.26909], [0.49380, -0.23464, -1.82980], [4.95006, 4.21536, 0.62558], [-0.35310, -4.39607, -2.11325], [0.64028, -4.59708, -1.23426], [2.01157, 0.68283, -1.95803], [1.24392, -6.33614, -2.30500], [1.34820, 0.14895, -1.27933], [1.96111, -4.07363, 0.73237], [-3.04290, 0.62547, -0.28197], [-0.18467, 0.63579, 3.07931], [-4.61016, 0.98340, -1.68696], [-1.27469, 6.33960, 1.29928], [-2.27530, 2.40498, 2.37002], [6.90051, 3.33202, 0.67017], [-0.28746, 3.02958, -2.20914], [0.43262, 3.40867, 1.13317], [0.83327, 1.04176, -0.24826], [1.38948, 2.52406, -0.10649], [5.38383, 1.87464, 0.26066], [-0.17737, 4.59829, 0.72141], [1.87514, -0.65858, -0.77759], [-0.14282, 4.89709, -0.31654], [-4.11291, 1.33846, -0.79483], [2.13400, -3.42665, 1.58111], [3.59387, 3.99339, 0.44649]], "forces_ev_per_a": [[0.0, 0.0, 0.0], [0.0, 0.0, 0.0], [0.0, 0.0, 0.0], [0.0, 0.0, 0.0], [0.0, 0.0, 0.0], [0.0, 0.0, 0.0], [0.0, 0.0, 0.0], [0.0, 0.0, 0.0], [0.0, 0.0, 0.0], [0.0, 0.0, 0.0], [0.0, 0.0, 0.0], [0.0, 0.0, 0.0], [0.0, 0.0, 0.0], [0.0, 0.0, 0.0], [0.0, 0.0, 0.0], [0.0, 0.0, 0.0], [0.0, 0.0, 0.0], [0.0, 0.0, 0.0], [0.0, 0.0, 0.0], [0.0, 0.0, 0.0], [0.0, 0.0, 0.0], [0.0, 0.0, 0.0], [-0.1, 0.0, 0.0], [0.0, 0.0, 0.0], [0.0, 0.0, 0.0], [0.0, 0.0, 0.0], [0.0, 0.0, 0.0], [0.0, 0.0, 0.0], [0.0, 0.0, 0.0], [0.0, 0.0, 0.0], [0.0, 0.0, 0.0], [0.0, 0.0, 0.0], [0.0, 0.0, 0.0], [0.0, 0.0, 0.0], [0.0, 0.0, 0.0], [0.0, 0.0, 0.0], [0.0, 0.0, 0.0], [0.0, 0.0, 0.0], [0.0, 0.0, 0.0], [0.0, 0.0, 0.0], [0.0, 0.0, 0.0], [0.1, 0.1, 0.0], [0.0, 0.0, 0.0], [0.0, 0.0, 0.0], [0.0, 0.0, 0.0], [0.0, 0.0, 0.0], [0.0, 0.0, 0.0], [0.0, 0.0, 0.0], [0.0, 0.0, 0.0], [0.0, 0.0, 0.0], [0.0, 0.0, 0.0], [0.0, 0.0, 0.0], [0.0, 0.0, 0.0], [0.0, 0.0, 0.0], [0.0, 0.0, 0.0], [0.0, 0.0, 0.0], [0.0, 0.0, 0.0], [0.0, 0.0, 0.0], [0.0, 0.0, 0.0], [0.0, 0.0, 0.0], [0.0, 0.0, 0.0], [0.0, -0.1, 0.0], [0.1, 0.0, 0.0], [-0.1, 0.0, 0.0], [0.0, 0.0, 0.0], [0.0, 0.0, 0.0], [0.0, 0.0, 0.0], [0.0, 0.0, 0.0], [0.0, 0.0, 0.0], [0.0, 0.0, 0.0], [0.0, 0.0, 0.0]], "lowdin_spin": [0.000, 0.000, 0.000, 0.000, 0.000, 0.000, 0.000, 0.000, 0.000, 0.002, 0.000, 0.004, 0.000, -0.001, 0.000, 0.000, 0.000, 0.000, -0.005, 0.000, 0.000, 0.000, 0.870, 0.000, 0.001, 0.000, 0.000, 0.001, -0.003, 0.000, 0.000, 0.001, 0.000, 0.000, 0.001, 0.007, 0.017, 0.000, -0.002, 0.000, 0.000, 0.005, 0.006, 0.000, 0.000, 0.013, 0.001, 0.000, 0.000, 0.000, 0.000, 0.000, 0.003, 0.000, 0.003, 0.017, 0.000, 0.000, 0.000, 0.000, 0.000, 0.001, 0.052, 0.005, 0.000, 0.000, 0.000, 0.000, -0.001, 0.000, 0.000]}



No. 3
{"formula": "C32H27N4O6SeTb", "method": "ωB97M-V with the def2-TZVPD basis set", "energy_ev": -139643.00361, "multiplicity": 7, "homo_lumo_gap_ev": [6.456, 6.441], "charge": 0, "s_squared": 12.611, "elements": ["C", "C", "C", "O", "C", "H", "O", "H", "C", "C", "C", "N", "C", "H", "C", "C", "H", "H", "N", "C", "H", "H", "C", "H", "C", "O", "C", "O", "H", "C", "C", "C", "H", "C", "H", "H", "N", "C", "H", "H", "O", "C", "N", "C", "H", "C", "C", "C", "H", "H", "C", "H", "C", "Tb", "H", "H", "H", "H", "C", "C", "O", "Se", "C", "H", "H", "C", "H", "C", "C", "H", "H"], "coordinates": [[-1.75045, 1.93240, 2.02111], [-0.02908, 0.05810, -3.38598], [4.12464, -3.88533, -0.33366], [2.48649, 1.25228, 0.73037], [2.15869, -0.90979, 3.15065], [-3.48372, 1.65706, -4.06980], [4.07178, 3.11514, -0.53210], [0.65678, 4.30176, 3.86893], [0.49760, -3.53785, 0.97180], [-0.56943, 0.09778, -4.67987], [-1.43448, 3.91992, 3.36823], [-0.42594, 1.69273, 1.99496], [-2.31378, 3.11683, 2.59093], [1.49482, -4.78609, -0.47991], [-0.79338, -4.26092, 0.92773], [-2.02444, 1.14000, -2.59415], [1.23995, -0.66423, 3.71253], [3.90577, -4.14423, -1.41182], [1.84565, -0.49320, -1.90661], [-3.74922, 3.28359, 2.45566], [-1.66948, -3.58991, 0.67074], [-2.12227, 0.81553, -5.98806], [-4.69997, 0.13862, 0.65214], [-2.59361, 1.49525, -1.73607], [-0.75603, 0.68635, -2.38874], [2.02791, 3.95463, 1.28807], [-4.01743, -0.77233, -0.14186], [-3.87488, 5.25397, 3.67907], [-1.01199, -4.66962, 1.93830], [1.62709, -3.95572, 0.26038], [0.64274, -2.41029, 1.80696], [2.98383, -2.31023, 1.23490], [3.41321, -0.81578, -0.60367], [0.39985, 2.52659, 2.70297], [4.93476, -3.15307, -0.33049], [1.84514, -0.62691, -5.25853], [-1.93791, 0.08134, 0.55618], [-0.05644, 3.65757, 3.34351], [-5.76309, 0.11959, 0.72748], [1.45834, 2.19887, 2.81819], [-5.62668, 4.54858, 2.48087], [-2.50922, 1.23367, -3.92749], [-4.45640, 4.46532, 2.90291], [2.24859, -0.62187, -4.25545], [4.26683, -0.98114, -4.86334], [4.08248, -1.04284, -2.69560], [-4.54532, 2.30163, 1.95784], [1.35621, -0.39780, -3.20250], [3.93594, -1.78792, 1.25459], [4.48114, -4.80342, 0.14981], [-2.66915, -0.70670, -0.23715], [2.85634, -1.38048, 3.85996], [2.88032, -3.40430, 0.38557], [0.40590, 0.71728, -0.24582], [2.55430, 0.03299, 2.72187], [-2.11949, -1.37771, -0.88120], [-5.61854, 2.43544, 2.03330], [-0.06830, -0.48215, -5.45961], [-1.75009, 0.76415, -4.97716], [3.59425, -0.90264, -4.00530], [1.13571, 2.65280, -0.98609], [2.52271, 2.87879, 0.12652], [1.91311, -1.87080, 2.03238], [-0.75312, -5.13582, 0.24496], [-4.56445, -1.50570, -0.73357], [3.18399, -0.79488, -1.65621], [-0.19713, -1.89885, 2.29785], [-3.98376, 1.13767, 1.31809], [-2.57696, 1.03790, 1.31131], [-1.83590, 4.71862, 3.96377], [5.11866, -1.34022, -2.54557]], "forces_ev_per_a": [[0.5, 2.3, 0.2], [-0.7, 0.8, -1.7], [-0.7, -0.7, -1.1], [-0.5, 1.3, -0.4], [-0.1, 0.8, 0.0], [-0.4, 0.2, -0.3], [-3.6, -0.3, 1.0], [-0.4, -0.3, -0.2], [0.9, 1.2, 0.0], [0.6, -0.8, -0.4], [1.1, -0.3, -0.8], [1.2, 0.9, 1.5], [0.4, -0.7, 0.7], [0.1, 0.6, 0.8], [-1.4, -0.5, 0.0], [-0.5, 0.5, -1.8], [0.3, -0.2, -0.3], [0.2, 0.2, 1.1], [1.1, -0.1, -0.9], [0.5, -1.1, 0.0], [0.9, -0.7, 0.1], [0.0, 0.0, -0.1], [0.7, -0.2, -0.4], [-0.3, 0.2, -0.4], [1.3, -1.1, 2.3], [0.8, -1.1, -1.5], [-2.5, 0.1, 0.0], [-1.7, -1.3, -1.7], [0.1, 0.2, -0.6], [-1.1, -1.9, -1.0], [0.4, 0.0, -0.1], [0.0, -0.1, 0.5], [0.3, 0.1, -0.1], [0.0, -2.0, -1.0], [-0.2, 0.0, 0.1], [0.4, 0.3, -0.1], [-0.6, 0.6, -0.3], [-1.5, 0.6, 0.8], [-0.6, 0.0, -0.1], [-1.1, 0.4, -0.5], [2.0, 0.9, 1.2], [-0.1, 0.2, 1.7], [-1.0, 1.0, 0.8], [0.2, -0.3, 0.3], [-0.2, -0.2, 0.3], [-0.7, 0.3, -0.2], [0.0, -0.3, -0.2], [1.9, -0.4, 1.9], [0.0, 0.0, 0.5], [0.0, 0.2, -0.1], [2.0, 0.0, 1.2], [-0.1, 0.4, -0.2], [0.6, 1.3, 0.2], [0.4, -0.1, 0.2], [0.1, -0.4, 0.5], [0.1, 0.0, -0.1], [0.2, -0.1, -0.3], [-0.2, 0.5, -0.1], [0.0, -0.6, 0.4], [-0.4, 0.0, 0.0], [1.9, 0.5, 1.5], [1.3, -0.3, -0.7], [-0.1, -0.2, -0.6], [-0.2, 0.7, 0.3], [0.1, 0.2, 0.2], [-2.1, 0.2, -1.5], [0.1, -0.7, 0.1], [0.8, 0.6, 0.6], [-0.4, -2.0, -1.7], [0.1, 0.2, -0.1], [-0.3, 0.3, 0.2]], "lowdin_spin": [0.000, -0.005, 0.000, -0.001, 0.000, -0.001, 0.002, 0.000, 0.000, -0.003, 0.000, -0.001, 0.000, 0.000, 0.000, -0.010, 0.000, 0.000, 0.002, 0.000, 0.000, 0.000, 0.001, -0.002, -0.067, 0.000, 0.000, 0.000, 0.000, 0.000, 0.000, 0.000, 0.000, 0.000, 0.000, 0.000, -0.001, 0.000, 0.000, 0.000, 0.000, -0.004, 0.000, 0.000, 0.000, 0.001, 0.000, 0.000, 0.000, 0.000, 0.001, 0.000, 0.000, 6.096, 0.000, 0.000, 0.000, -0.001, 0.002, 0.000, -0.013, 0.002, 0.000, 0.000, 0.000, 0.000, 0.000, 0.000, 0.001, 0.000, 0.000]}



Computed ΔE to the lowest compared entry with this formula, charge and spin, in the same sequence as the records: 3.62; 0.00; 27.57 kcal/mol.